DFT (ωB97M-V/def2-TZVPD) results for a cluster of 2 separate species, C11H15Cl2F3O6 in total.

Geometry (Å):
Cl (2.07, 1.29, 1.30)
Cl (3.32, -2.06, 3.63)
F (0.41, -1.89, -6.80)
F (2.07, -0.91, -5.81)
F (0.97, 0.12, -7.37)
O (-1.26, -0.55, -5.18)
O (0.99, -0.78, 2.50)
O (-1.19, -0.91, 2.04)
O (-3.53, -1.56, 3.23)
O (0.44, 0.85, -4.64)
O (0.28, -1.01, 0.36)
C (2.17, -0.17, 2.21)
C (3.32, -0.60, 2.70)
C (-0.37, 1.51, -3.64)
C (-0.37, 0.73, -2.35)
C (4.64, 0.10, 2.52)
C (0.85, -0.73, -6.34)
C (-0.14, -0.14, -5.30)
C (-1.42, -0.39, 3.37)
C (0.04, -0.89, 1.52)
C (-2.93, -0.31, 3.52)
C (-3.54, 0.84, 2.70)
H (-2.89, 1.14, 1.88)
H (-3.14, -1.90, 2.41)
H (-0.98, -1.06, 4.11)
H (4.65, 1.04, 3.07)
H (-0.93, 1.28, -1.59)
H (-1.38, 1.63, -4.04)
H (0.64, 0.58, -1.98)
H (4.82, 0.31, 1.47)
H (5.44, -0.53, 2.89)
H (-3.12, -0.14, 4.58)
H (-3.71, 1.71, 3.33)
H (-4.50, 0.52, 2.29)
H (-0.84, -0.24, -2.46)
H (-0.98, 0.61, 3.45)
H (0.09, 2.48, -3.53)

Values from the calculation:
frontier orbital gap = 9.821 eV
LUMO level = 0.377 eV
multiplicity = 1
HOMO energy = -9.4 eV

---

DFT (ωB97M-V/def2-TZVPD) results for a structure of composition C11H15Cl2IrO2Pd.

Geometry (Å):
Ir (0.75, 0.46, -4.12)
Pd (-0.22, -0.09, 0.35)
Cl (-0.32, 1.66, 8.52)
Cl (1.07, 1.48, -2.14)
O (1.06, -0.46, 2.30)
O (-0.21, 1.35, 1.87)
C (0.22, 0.82, 4.16)
C (-0.77, 1.71, 4.55)
C (0.82, 0.37, 6.44)
C (-0.15, 1.31, 6.85)
C (0.40, 0.55, 2.69)
C (-0.97, 1.96, 5.91)
C (-0.54, 0.06, -5.55)
C (-0.34, -1.89, 0.14)
C (2.21, -0.53, -5.02)
C (1.00, 0.13, 5.08)
C (-1.49, 1.27, -0.51)
H (-1.40, 2.18, 3.81)
H (-2.42, 1.21, 0.07)
H (1.71, -0.60, 4.71)
H (-0.74, 1.02, -6.07)
H (0.33, -2.58, 0.71)
H (-1.05, 2.27, -0.38)
H (1.44, -0.14, 7.17)
H (1.85, -1.13, -5.88)
H (-1.19, -2.40, -0.39)
H (-0.15, -0.69, -6.27)
H (-1.64, 1.04, -1.58)
H (-1.72, 2.66, 6.25)
H (-1.46, -0.30, -5.07)
H (2.94, 0.23, -5.34)
H (2.66, -1.18, -4.25)

Values from the calculation:
frontier orbital gap (spin up / spin down) = 2.279 / 5.419 eV
LUMO level (spin up / spin down) = 3.827 / 3.827 eV
total charge = -2
multiplicity = 7
HOMO energy (spin up / spin down) = 1.5 / -1.6 eV

---

DFT (ωB97M-V/def2-TZVPD) results for a structure of composition C11H15CoNO6.

Geometry (Å):
Co (-0.11, -0.35, 0.04)
O (1.03, -1.87, 0.39)
O (0.50, 3.01, 2.19)
O (-1.51, -1.17, -1.08)
O (1.34, -0.03, -1.43)
O (-3.50, -0.97, -1.94)
O (0.82, 0.99, 1.27)
N (-1.42, 1.01, 0.11)
C (-2.53, -0.51, -1.22)
C (0.62, -3.10, 1.03)
C (2.27, -1.95, -0.34)
C (2.55, -0.56, -0.85)
C (-2.58, 0.82, -0.52)
C (-1.19, 2.10, 0.82)
C (0.15, 2.00, 1.46)
C (-2.13, 3.11, 0.93)
C (1.16, -0.39, -2.82)
C (-3.58, 1.77, -0.46)
C (-3.34, 2.93, 0.27)
H (1.30, -1.46, -2.96)
H (0.64, -3.91, 0.30)
H (-4.10, 3.70, 0.32)
H (1.86, 0.18, -3.42)
H (0.14, -0.12, -3.09)
H (-1.92, 4.00, 1.51)
H (-4.28, -0.39, -2.00)
H (1.38, 2.88, 2.59)
H (2.14, -2.68, -1.14)
H (2.81, 0.10, -0.03)
H (3.06, -2.29, 0.33)
H (-0.39, -2.97, 1.40)
H (-4.53, 1.62, -0.95)
H (3.36, -0.56, -1.58)
H (1.30, -3.31, 1.86)

Values from the calculation:
frontier orbital gap (spin up / spin down) = 8.931 / 8.922 eV
LUMO level (spin up / spin down) = -8.012 / -8.180 eV
total charge = +2
multiplicity = 2
HOMO energy (spin up / spin down) = -16.9 / -17.1 eV

---

DFT (ωB97M-V/def2-TZVPD) results for a cluster of 2 separate species, C11H15N in total.

Geometry (Å):
N (-1.35, 1.97, -0.28)
C (1.19, 0.32, -2.16)
C (0.27, -1.22, -0.66)
C (2.66, -1.31, 1.58)
C (-2.04, 1.24, 0.65)
C (1.62, -0.28, 1.95)
C (-0.40, -0.21, -0.12)
C (0.54, 1.50, -1.77)
C (-1.64, -0.12, 0.69)
C (-2.40, -1.27, 1.12)
C (1.22, -0.98, -1.65)
C (-0.30, 1.05, -0.73)
H (3.37, -1.47, 2.28)
H (-2.93, 1.53, 1.14)
H (1.86, 0.48, -2.92)
H (-3.21, -0.63, 1.73)
H (0.76, 2.37, -2.11)
H (1.28, 0.38, 1.19)
H (-1.45, 2.92, -0.12)
H (2.09, -2.28, 1.53)
H (3.20, -1.21, 0.67)
H (2.00, -1.74, -1.76)
H (0.70, -0.85, 2.07)
H (1.91, 0.36, 2.70)
H (-1.85, -1.96, 1.79)
H (-2.94, -1.82, 0.39)
H (0.38, -2.11, -0.08)

Values from the calculation:
energy above the lowest of the compared OMol25 structures with the same formula, charge and spin = 88.39 kcal/mol
frontier orbital gap = 8.495 eV
LUMO level = 0.920 eV
multiplicity = 1
HOMO energy = -7.6 eV

---

DFT (ωB97M-V/def2-TZVPD) results for a cluster of 2 separate species, C11H15N in total.

Geometry (Å):
N (1.01, -2.27, 0.82)
C (-0.92, 1.37, 0.95)
C (-1.81, -2.38, -1.58)
C (0.51, 3.98, -1.61)
C (0.47, -1.04, 1.05)
C (-1.42, 0.28, 0.26)
C (1.77, 3.15, -1.80)
C (-0.80, -2.11, -0.52)
C (0.21, -2.92, -0.14)
C (0.96, 0.05, 1.76)
C (-0.66, -0.89, 0.23)
C (0.24, 1.23, 1.73)
H (0.61, 4.93, -2.17)
H (1.60, 2.34, -2.48)
H (-1.87, -1.60, -2.34)
H (-2.81, -2.51, -1.14)
H (2.59, 3.74, -2.20)
H (0.66, 2.08, 2.23)
H (-1.41, 2.33, 0.89)
H (1.94, 0.02, 2.23)
H (-2.26, 0.41, -0.41)
H (0.67, -3.74, -0.68)
H (1.99, 2.54, -0.92)
H (-0.38, 3.59, -2.11)
H (0.21, 4.30, -0.62)
H (-1.63, -3.30, -2.13)
H (1.57, -2.91, 1.36)

Values from the calculation:
energy above the lowest of the compared OMol25 structures with the same formula, charge and spin = 16.92 kcal/mol
frontier orbital gap = 8.904 eV
LUMO level = 0.938 eV
multiplicity = 1
HOMO energy = -8.0 eV

---

DFT (ωB97M-V/def2-TZVPD) results for a cluster of 2 separate species, C11H15N in total.

Geometry (Å):
N (0.17, 3.08, -0.19)
C (0.64, 1.43, 1.32)
C (0.37, 1.87, -0.95)
C (1.01, 0.63, 2.54)
C (0.96, -0.67, -1.88)
C (0.81, 0.48, -2.79)
C (0.75, 0.86, 0.00)
C (0.45, 1.79, -2.31)
C (1.06, -0.41, -0.56)
C (-1.75, -2.01, 0.86)
C (0.25, 2.73, 1.18)
C (-1.56, -2.98, -0.30)
H (1.61, -0.30, 2.30)
H (1.06, -1.72, -2.24)
H (-0.50, 3.63, -0.17)
H (-0.63, -2.70, -0.87)
H (1.36, -1.31, 0.15)
H (-2.61, -2.17, 1.40)
H (0.22, 2.53, -3.01)
H (0.39, 3.45, 2.00)
H (1.63, 1.18, 3.23)
H (0.87, 0.14, -3.81)
H (-1.41, -4.00, 0.09)
H (-1.91, -0.95, 0.49)
H (-0.91, -2.06, 1.56)
H (-2.37, -2.98, -1.03)
H (0.02, 0.46, 2.99)

Values from the calculation:
energy above the lowest of the compared OMol25 structures with the same formula, charge and spin = 55.59 kcal/mol
frontier orbital gap = 8.735 eV
LUMO level = 0.878 eV
multiplicity = 1
HOMO energy = -7.9 eV